# 1
The following is a DFT calculation (the ωB97M-V functional and the def2-TZVPD basis) of a structure of composition C15H17ErIN5O9.

Geometry as XYZ:
```
48
Properties=species:S:1:pos:R:3
Er -0.381 -0.564 -0.705
O -0.845 -3.097 -3.920
C 0.179 -2.720 -3.215
O 0.241 -2.546 -1.990
C 1.508 -2.454 -4.052
O 2.657 -2.188 -3.308
C 2.865 -0.735 -3.166
C 1.718 -0.200 -2.298
O 1.884 -0.154 -1.012
O 0.588 0.070 -2.793
H -1.754 -3.126 -3.336
H 1.174 -1.531 -4.660
H 1.678 -3.342 -4.707
H 2.906 -0.242 -4.171
H 3.774 -0.565 -2.600
N -2.104 -1.819 0.710
C -3.187 -2.244 -0.198
C -2.703 -2.225 -1.677
O -2.792 -3.289 -2.287
O -2.107 -1.178 -2.119
H -1.611 -2.656 1.115
H -2.459 -1.155 1.448
H -4.046 -1.586 -0.070
H -3.468 -3.281 0.091
O -1.897 1.018 -0.717
N -1.870 2.174 -0.192
N -0.876 2.240 0.672
O -0.106 1.198 0.903
C -0.652 3.421 1.357
C 0.541 3.449 2.185
C 0.810 4.540 2.966
C -0.175 5.559 2.985
C -1.383 5.472 2.268
C -1.607 4.451 1.378
H 1.253 2.598 2.155
H 1.717 4.758 3.542
H -0.078 6.496 3.565
H -2.121 6.167 2.458
H -2.501 4.360 0.740
I 4.482 -2.276 3.412
C 2.540 -1.912 2.720
C 1.340 -1.727 3.433
N 0.372 -1.478 2.560
N 0.868 -1.439 1.285
C 2.186 -1.687 1.401
H 1.089 -1.826 4.475
H -0.550 -1.081 2.779
H 2.901 -1.646 0.590
```

- F_max: 3.0 eV Å⁻¹
- ΔE to the lowest compared entry with this formula, charge and spin: 5.5 kcal/mol
- HOMO-LUMO gap (spin up / spin down): 8.1 / 8.1 eV
- Molar mass: 705.5 Da
- Spin multiplicity: 4

How positive or negative is each atom? The natural (NBO) charges in e answer that: 1.894, -0.671, 0.853, -0.716, -0.181, -0.506, -0.163, 0.763, -0.761, -0.707, 0.521, 0.215, 0.214, 0.194, 0.214, -0.887, -0.324, 0.795, -0.674, -0.757, 0.403, 0.396, 0.223, 0.210, -0.564, 0.177, 0.145, -0.620, 0.090, -0.204, -0.222, -0.202, -0.211, -0.201, 0.251, 0.227, 0.213, 0.212, 0.244, 0.197, -0.297, -0.025, -0.323, -0.344, -0.011, 0.230, 0.426, 0.262


# 2
The following is a DFT calculation (the ωB97M-V functional and the def2-TZVPD basis) of a structure of composition C15H17N2O12PReS.

Geometry as XYZ:
```
49
Properties=species:S:1:pos:R:3
Re -0.396 -0.515 -0.151
O -5.080 -2.204 -0.525
C -3.833 -1.753 -0.702
O -2.930 -2.382 -1.162
C -3.714 -0.294 -0.281
O -2.523 -0.022 0.473
C -2.646 -0.476 1.856
C -1.382 -0.075 2.595
O -1.418 0.258 3.747
O -0.303 -0.150 1.847
H -5.115 -3.119 -0.850
H -3.661 0.317 -1.182
H -4.578 0.001 0.311
H -3.514 -0.003 2.310
H -2.741 -1.565 1.863
O 5.678 -3.672 0.807
C 5.581 -2.504 0.414
O 6.396 -1.584 0.254
C 4.111 -2.062 0.157
C 3.852 -0.933 -0.616
C 2.560 -0.517 -0.808
N 1.530 -1.180 -0.246
C 1.760 -2.310 0.468
C 3.031 -2.771 0.685
C 0.509 -3.024 0.896
O 0.517 -4.046 1.517
O -0.598 -2.411 0.459
H 4.688 -0.389 -1.035
H 2.310 0.354 -1.398
H 3.194 -3.683 1.242
S -1.154 -1.247 -4.730
C -0.859 -0.970 -3.211
N -0.623 -0.726 -2.069
C -2.026 3.290 0.596
O -0.783 2.705 1.009
P 0.125 1.870 0.016
O 1.515 1.863 0.728
C 2.130 3.010 1.357
O 0.255 2.864 -1.219
C 0.096 2.530 -2.609
H -1.856 4.009 -0.203
H -2.429 3.794 1.469
H -2.722 2.518 0.268
H 2.329 3.776 0.610
H 3.059 2.649 1.786
H 1.477 3.392 2.137
H -0.596 3.247 -3.042
H -0.288 1.522 -2.734
H 1.064 2.616 -3.099
```

- F_max: 1.5 eV Å⁻¹
- ΔE to the lowest compared entry with this formula, charge and spin: 15.9 kcal/mol
- HOMO-LUMO gap (spin up / spin down): 7.3 / 5.2 eV
- Molar mass: 666.6 Da
- Spin multiplicity: 4

How positive or negative is each atom? The natural (NBO) charges in e answer that: 1.543, -0.666, 0.750, -0.535, -0.171, -0.541, -0.195, 0.768, -0.552, -0.736, 0.512, 0.234, 0.221, 0.220, 0.233, -0.704, 0.724, -0.719, 0.032, -0.219, 0.061, -0.479, 0.085, -0.178, 0.752, -0.524, -0.733, 0.267, 0.203, 0.285, 0.028, 0.207, -0.708, -0.252, -0.813, 1.934, -0.814, -0.251, -0.827, -0.249, 0.198, 0.217, 0.177, 0.192, 0.220, 0.204, 0.199, 0.200, 0.201